Entry A
Below is a 2-piece molecular cluster, C3H9ClNP overall, with properties calculated with ωB97M-V/def2-TZVPD.

Computed properties:
**Orbital gap (alpha / beta)**: 7.5 / 7.5 eV

Positions of all 15 atoms, in Å:
1 C -0.5556 0.4028 -1.6661
2 C 0.5510 -1.5315 0.4469
3 C -1.1585 0.1593 -0.2473
4 N -0.1276 -0.3190 0.6684
5 P 1.3817 1.5368 0.9979
6 Cl 2.1734 0.8004 2.7590
7 H 0.1072 -0.4425 -1.7943
8 H -1.3407 0.4951 -2.3935
9 H -0.2081 1.4368 -1.4826
10 H 1.1114 -1.5362 -0.5046
11 H 1.1451 -1.5163 1.3792
12 H -0.1258 -2.4651 0.3298
13 H -1.6137 0.9774 0.1198
14 H -1.8534 -0.5937 -0.3027
15 H 0.5137 2.5956 1.6902

Entry B
Below is a 2-piece molecular cluster, C3H9ClNP overall, with properties calculated with ωB97M-V/def2-TZVPD.

Computed properties:
**Orbital gap**: 9.9 eV
**SMILES string**: C=NCC.PCl

Positions of all 15 atoms, in Å:
1 C -0.1106 -0.1775 -1.7682
2 N -1.0551 -0.4683 -1.0627
3 C -1.0016 -1.0919 0.2626
4 C -2.0630 -0.5503 1.1520
5 H 0.8803 -0.4917 -1.7172
6 H -0.4078 0.2078 -2.7436
7 H 0.0190 -1.0687 0.7240
8 H -1.2414 -2.1227 -0.0418
9 H -3.0127 -1.0959 1.1822
10 H -1.6378 -0.4497 2.1114
11 H -2.3546 0.4208 0.7830
12 P 2.6966 1.2723 0.6519
13 Cl 3.7599 0.9836 -1.0090
14 H 1.9768 2.5044 0.0856
15 H 3.5519 2.1278 1.3898

Entry C
Below is a 2-piece molecular cluster, C3H9ClNP overall, with properties calculated with ωB97M-V/def2-TZVPD.

Computed properties:
**Orbital gap**: 9.0 eV
**SMILES string**: [H]/N=P/C(C)C.Cl

Positions of all 15 atoms, in Å:
1 H 1.9338 -2.8122 -0.5139
2 N 1.5644 -1.8452 -0.3681
3 P 0.0877 -1.7561 0.1536
4 C -0.2077 0.0790 0.0900
5 C -1.0822 0.4834 1.2842
6 C -1.0177 0.3467 -1.2748
7 H 0.6914 0.7000 0.3298
8 H -1.4813 1.3799 1.0441
9 H -1.8691 -0.2014 1.5698
10 H -0.3979 0.6240 2.1051
11 H -1.4172 1.3657 -1.5336
12 H -1.7293 -0.5179 -1.2300
13 H -0.3035 -0.1288 -2.0530
14 Cl 4.7059 -0.2523 -0.0196
15 H 4.1967 -1.1299 -0.7267

Most stable one: entry C, least stable one: entry A.

Entry A
Below is one molecule with the formula CH3F3Si, with properties calculated with ωB97M-V/def2-TZVPD.

Computed properties:
**Orbital gap**: 12.5 eV
**SMILES string**: FC(F)(F)[SiH3]

Positions of all 8 atoms, in Å:
1 F -1.4488 1.2932 0.3675
2 C -0.2793 0.9042 -0.1788
3 F -0.2131 1.0813 -1.5381
4 F 0.5359 1.8036 0.4041
5 Si 0.1820 -0.9891 0.2558
6 H 1.6030 -1.0781 -0.3085
7 H 0.3441 -1.3384 1.6509
8 H -0.7238 -1.6768 -0.6529

Entry B
Below is a 2-piece molecular cluster, CH3F3Si overall, with properties calculated with ωB97M-V/def2-TZVPD.

Computed properties:
**Orbital gap (alpha / beta)**: 8.3 / 8.3 eV

Positions of all 8 atoms, in Å:
1 C -0.3356 1.2532 -1.0958
2 F -0.5678 0.7306 -2.3166
3 F -0.6604 -0.8259 2.3430
4 F 0.0403 -2.6116 0.7392
5 Si 0.2332 -1.0244 1.0554
6 H -1.2155 1.8655 -0.7202
7 H 0.8109 1.3922 -0.8925
8 H 1.6949 -0.7797 0.8876

Most stable one: entry B, least stable one: entry A.

Entry A
Below is a 2-piece molecular cluster, C5H11N2S overall, with properties calculated with ωB97M-V/def2-TZVPD.

Computed properties:
**Orbital gap**: 10.1 eV
**Net charge**: +1

Positions of all 19 atoms, in Å:
1 C 2.0823 -0.0178 0.6352
2 C 1.5769 1.2546 0.8237
3 C -0.0891 -0.1833 0.5018
4 C 1.1783 -2.2832 0.2340
5 C -2.7598 0.5093 0.4853
6 N 0.1921 1.1054 0.7930
7 N 1.0500 -0.8937 0.5359
8 S -1.7081 -0.9042 0.3481
9 H 3.1795 -0.2526 0.6163
10 H 1.8534 2.4049 0.7178
11 H 0.6147 0.7941 -1.3806
12 H 1.1397 0.6034 -1.8599
13 H 1.4236 -2.3650 -0.7620
14 H 0.2943 -2.8278 0.7170
15 H 1.9072 -2.6631 0.8418
16 H -2.7762 1.1145 -0.3698
17 H -2.5085 1.0100 1.3370
18 H -3.7835 0.1979 0.5175
19 H -0.4073 1.9048 0.7088

Entry B
Below is an isolated ion of composition C5H11N2S and charge +1, with properties calculated with ωB97M-V/def2-TZVPD.

Computed properties:
**Orbital gap**: 9.4 eV
**Net charge**: +1

Positions of all 19 atoms, in Å:
1 C 0.1630 -1.1054 -0.3915
2 C 1.6976 -1.0546 -0.3661
3 C -2.9422 1.0435 0.2471
4 C -1.7884 0.2063 -0.0199
5 C 0.2738 1.3873 -0.1766
6 N -0.5173 0.1778 -0.1882
7 N 2.2210 -0.5650 0.9024
8 S -3.1369 -0.7890 0.0973
9 H -0.1413 -1.5040 -1.3643
10 H -0.1919 -1.7959 0.3787
11 H 2.0287 -2.0767 -0.6093
12 H 2.0667 -0.3978 -1.1571
13 H -3.0825 1.4571 1.2397
14 H -3.3765 1.6348 -0.5511
15 H -0.3372 2.2409 0.1034
16 H 1.0928 1.2446 0.5352
17 H 0.6989 1.5579 -1.1658
18 H 2.0498 -1.2307 1.6474
19 H 3.2221 -0.4309 0.8388

Most stable one: entry B, least stable one: entry A.

Entry A
Below is a 2-piece molecular cluster, C3H9NO3 overall, with properties calculated with ωB97M-V/def2-TZVPD.

Computed properties:
**Orbital gap**: 9.7 eV
**SMILES string**: CNCC(=O)O.O

Positions of all 16 atoms, in Å:
1 C -1.1849 -1.3485 1.3103
2 N -0.9246 -1.1706 -0.1418
3 C -1.0315 0.2732 -0.3893
4 C 0.0738 1.2496 0.0836
5 O -0.2167 2.3491 0.4758
6 O 1.2860 0.8752 -0.2717
7 H -1.1145 -2.3784 1.6279
8 H -0.4304 -0.8571 1.9180
9 H -2.1041 -0.9505 1.7377
10 H -1.7045 -1.6198 -0.6092
11 H -1.9930 0.7408 -0.1654
12 H -0.9916 0.4130 -1.4769
13 H 1.4517 -0.1178 -0.8049
14 O 1.7376 -1.3977 -0.9822
15 H 1.5524 -1.8431 -0.1413
16 H 2.7031 -1.5210 -1.0389

Entry B
Below is a 2-piece molecular cluster, C3H9NO3 overall, with properties calculated with ωB97M-V/def2-TZVPD.

Computed properties:
**Orbital gap**: 10.8 eV
**SMILES string**: CCNC(=O)O.O

Positions of all 16 atoms, in Å:
1 C -2.1063 -1.4003 1.0152
2 C -0.8669 -0.4792 1.1812
3 N 0.2566 -0.9039 0.3478
4 C 0.4032 -0.3544 -0.8766
5 O -0.1260 0.6660 -1.2550
6 O 1.2961 -1.0405 -1.6180
7 H -1.8115 -2.2894 0.4556
8 H -2.5456 -1.7022 1.9561
9 H -2.8643 -0.9215 0.4000
10 H -1.1784 0.5061 0.8801
11 H -0.5303 -0.4444 2.2127
12 H 0.6053 -1.8265 0.5831
13 H 1.2475 -0.7069 -2.5294
14 O 1.2797 3.0481 0.8429
15 H 0.4074 3.3973 1.0451
16 H 1.1550 2.5544 0.0185

Most stable one: entry B, least stable one: entry A.

Entry A
Below is a 2-piece molecular cluster, C3H9NO3 overall, with properties calculated with ωB97M-V/def2-TZVPD.

Computed properties:
**Orbital gap**: 10.1 eV
**SMILES string**: N[C@H](C=O)CO.O

Positions of all 16 atoms, in Å:
1 N 1.4098 -0.2376 0.0069
2 C 0.2157 -0.5525 0.8106
3 C -0.4650 -1.6955 0.1227
4 O -1.6188 -1.8253 -0.1816
5 C -0.6710 0.7154 0.9308
6 O -0.1091 1.6037 1.8542
7 H 1.2677 0.2517 -0.8584
8 H 1.8938 -1.1127 -0.1605
9 H 0.5416 -0.7718 1.8312
10 H 0.2392 -2.4807 -0.2552
11 H -0.7125 1.1346 -0.0804
12 H -1.6694 0.3429 1.1687
13 H 0.8197 1.7745 1.6586
14 O -0.5503 0.5707 -2.2937
15 H -0.5752 1.2837 -2.9417
16 H -0.0161 0.9991 -1.6121

Entry B
Below is a 2-piece molecular cluster, C3H9NO3 overall, with properties calculated with ωB97M-V/def2-TZVPD.

Computed properties:
**Orbital gap**: 9.8 eV
**SMILES string**: N[C@H](C=O)CO.O

Positions of all 16 atoms, in Å:
1 N -0.7562 0.4848 -0.5338
2 C 0.0624 -0.6763 -0.7333
3 C -0.2042 -1.6848 0.3549
4 O 0.3202 -2.7664 0.4467
5 C 1.6482 -0.3278 -0.5019
6 O 1.9463 0.9551 -0.8784
7 H -1.2358 0.7460 -1.3843
8 H -0.3745 1.3487 -0.1727
9 H -0.0553 -1.0807 -1.7179
10 H -1.0937 -1.5347 1.0370
11 H 1.7566 -0.3489 0.5927
12 H 2.1056 -1.1072 -1.1188
13 H 1.6538 1.3261 -1.7018
14 O -2.4541 2.9049 1.8000
15 H -2.6054 1.9431 1.8398
16 H -2.4105 3.0659 0.8496

Entry C
Below is a 2-piece molecular cluster, C3H9NO3 overall, with properties calculated with ωB97M-V/def2-TZVPD.

Computed properties:
**Orbital gap**: 10.5 eV
**SMILES string**: CC(=O)NCO.O

Positions of all 16 atoms, in Å:
1 C -0.9184 0.1962 1.2249
2 C -0.5324 1.3869 0.3891
3 O -1.0984 2.4501 0.4417
4 N 0.5174 1.2705 -0.5598
5 C 1.4458 0.1485 -0.8761
6 O 0.7155 -1.0567 -1.0707
7 H -1.0604 -0.7018 0.6723
8 H -1.8782 0.4684 1.6633
9 H -0.2972 0.2360 2.1476
10 H 0.6928 2.1359 -1.0448
11 H 2.1486 -0.2109 -0.1415
12 H 1.9214 0.5298 -1.7862
13 H 0.3347 -1.1611 -1.9522
14 O -0.1350 -3.2235 0.4316
15 H -0.4950 -2.8922 1.2627
16 H 0.1675 -2.3698 0.0480

Most stable one: entry C, least stable one: entry B.

Entry A
Below is a 2-piece molecular cluster, C3H9NO3 overall, with properties calculated with ωB97M-V/def2-TZVPD.

Computed properties:
**Orbital gap**: 10.2 eV
**SMILES string**: COCC(N)=O.O

Positions of all 16 atoms, in Å:
1 C -1.0564 -0.4799 0.5304
2 O -0.0414 0.1720 -0.2253
3 C 1.0232 -0.6970 -0.6591
4 C 1.9108 0.0933 -1.6180
5 N 2.4374 1.2323 -1.2058
6 O 2.1095 -0.3723 -2.7247
7 H -0.5158 -1.0573 1.2992
8 H -1.6046 -1.1841 -0.1177
9 H -1.7862 0.1773 1.0325
10 H 1.6244 -1.0427 0.2038
11 H 0.6391 -1.5937 -1.1824
12 H 2.3869 1.4768 -0.2137
13 H 2.7818 1.9162 -1.8842
14 O -3.3637 0.5889 1.8825
15 H -4.0410 0.3054 2.5376
16 H -2.5040 0.4647 2.3450

Entry B
Below is C3H9NO3 as an isolated structure, with properties calculated with ωB97M-V/def2-TZVPD.

Computed properties:
**Orbital gap**: 6.4 eV

Positions of all 16 atoms, in Å:
1 O 2.2074 0.8663 -0.7183
2 C 2.2569 -0.3457 -0.7053
3 C 1.5045 -1.2616 0.1346
4 C -2.3571 0.2409 -0.4515
5 O -1.4839 -0.1185 0.5302
6 N 0.6698 -0.7298 0.9609
7 H 2.9784 -0.7613 -1.4309
8 H 1.5244 -2.3492 0.0752
9 H -2.6030 1.3288 -0.4164
10 H -2.0740 -0.0658 -1.4770
11 H -3.3766 -0.1950 -0.3721
12 H -0.2829 -0.3955 0.5206
13 H 0.5326 -1.1721 1.8544
14 H -0.5609 1.3259 0.6084
15 H 0.9648 1.6130 0.3906
16 O 0.0995 2.0197 0.4968

Most stable one: entry A, least stable one: entry B.